[1]
C4H4HgO6 | ωB97M-V/def2-TZVPD

```
15
Properties=species:S:1:pos:R:3:forces:R:3
O 0.061572 0.025678 -2.311293 1.23 -0.17 -1.10
C 0.609185 0.099287 -1.242714 -1.32 -2.80 3.31
O 0.309690 0.974073 -0.269084 -0.73 0.65 0.76
O 1.292085 -0.936253 -0.765396 0.05 0.92 -2.13
O 1.396663 -2.335811 1.080029 0.28 -0.26 -0.22
C 0.420483 -1.377836 1.531624 0.95 -0.12 -0.41
C 1.570507 -1.071068 0.610175 -0.87 0.45 1.87
Hg -1.492513 1.164106 -3.255319 -0.80 0.65 -1.27
H 0.491883 -1.131734 2.592664 -0.07 0.04 -0.34
H -0.568270 -1.599191 1.122047 0.18 0.34 0.05
H 2.460394 -0.508375 0.902201 -0.25 -0.22 -0.05
C -0.992291 1.376418 0.193340 2.38 3.58 -0.13
O -1.055560 2.094460 1.143006 -0.09 -2.11 -0.58
H -2.620271 1.904398 -0.542421 -0.21 -0.11 0.24
O -1.883558 1.321845 -0.788858 -0.74 -0.82 -0.01
```
Forces are in eV/Å.

## Properties
- Spin multiplicity: 2
- Charge: +1
- Energy above the lowest of the compared OMol25 structures with the same formula, charge and spin: 0.0 kJ/mol
- Calculated total energy: -20662.2010 eV
- Kohn-Sham gap (alpha / beta): 9.80 / 7.35 eV

Results of the natural (NBO) charge analysis, in e, for atoms 1 through 5:
1. O -0.699
2. C 1.061
3. O -0.544
4. O -0.445
5. O -0.427

[2]
C39H61N15O14 | ωB97M-V/def2-TZVPD

```
129
Properties=species:S:1:pos:R:3:forces:R:3
N 6.719473 0.505674 2.562822 3.38 2.38 1.45
C 6.721473 -0.806326 2.963822 -7.82 0.72 -5.63
C 5.456473 -1.416326 2.228822 3.20 1.84 0.87
C 4.921473 -0.256326 1.475822 4.48 0.47 3.92
C 5.682473 0.977674 1.767822 -0.55 -2.09 -1.15
H 7.625473 1.106674 2.868822 -3.26 -1.66 -1.11
H 7.507473 -1.210326 3.424822 2.70 -1.52 1.89
H 5.209473 -2.587326 2.230822 0.34 3.23 -0.03
H 4.061473 -0.198326 0.964822 -2.92 -0.17 -1.91
H 5.582473 2.082674 1.271822 0.45 -3.15 1.61
N 1.691473 -5.030326 -3.340178 -1.79 4.54 8.39
C 2.469473 -4.007326 -2.776178 -4.17 -0.70 5.78
C 1.987473 -3.648326 -1.312178 -1.35 -3.59 -3.37
C 0.846473 -4.643326 -1.121178 1.72 0.53 -3.99
C 0.663473 -5.396326 -2.421178 6.67 8.03 4.35
H 1.879473 -5.496326 -4.109178 1.10 -2.46 -4.53
H 3.303473 -3.617326 -3.182178 2.45 1.08 -1.76
H 2.337473 -2.927326 -0.459178 -0.40 -1.44 -2.34
H 0.240473 -4.729326 -0.198178 0.39 -0.12 -0.97
H 0.117473 -6.133326 -2.622178 -4.61 -5.82 -1.55
N 0.365473 1.774674 -0.103178 1.67 0.87 1.79
C -0.656527 0.824674 -0.232178 -2.24 0.93 -1.48
C -0.227527 -0.443326 0.099822 4.41 3.04 1.10
C 1.251473 -0.263326 0.564822 -0.90 0.00 1.21
C 1.516473 1.150674 0.525822 -3.89 -3.80 -2.22
H 0.351473 2.917674 -0.112178 -0.56 -3.49 0.04
H -1.797527 1.105674 -0.683178 3.69 -0.57 1.35
H -0.809527 -1.284326 0.224822 -0.98 -1.66 -0.09
H 1.960473 -1.124326 1.139822 -2.22 2.68 -1.96
H 2.399473 1.615674 0.810822 1.10 1.22 0.24
N 0.526473 4.179674 -1.930178 4.22 2.22 1.75
C -0.422527 4.499674 -1.013178 6.67 0.50 3.94
C 0.156473 4.762674 0.309822 1.40 -0.48 -0.17
C 1.626473 4.666674 0.113822 -2.13 -0.42 -5.64
C 1.889473 4.451674 -1.401178 -2.62 -0.87 3.85
H 0.354473 3.878674 -2.885178 -0.26 0.37 0.37
H -1.335527 4.428674 -1.286178 -6.24 -0.41 -1.54
H -0.280527 4.897674 1.458822 0.71 -0.29 -3.82
H 2.381473 4.569674 0.845822 0.63 0.43 0.60
H 2.925473 4.325674 -1.913178 -2.49 0.03 0.78
N -1.399527 -5.692326 3.243822 -4.38 1.43 -5.57
C -1.188527 -4.587326 2.540822 -4.91 -0.34 -7.49
C -2.002527 -4.624326 1.198822 0.49 -2.47 4.10
C -2.784527 -5.901326 1.299822 3.72 1.11 3.53
C -2.281527 -6.485326 2.606822 -3.00 -1.58 -3.31
H -0.750527 -5.701326 3.872822 3.96 -1.97 5.54
H -0.537527 -3.863326 2.765822 2.46 2.35 1.14
H -1.974527 -3.920326 0.347822 0.02 -0.38 0.87
H -3.447527 -6.437326 0.575822 0.76 0.76 0.94
H -2.650527 -7.488326 2.929822 0.80 1.20 0.19
N -3.123527 -1.354326 -1.956178 1.50 -1.66 -2.11
C -1.912527 -1.966326 -2.491178 0.49 -0.63 -2.37
C -2.027527 -2.164326 -4.004178 -3.63 1.97 4.04
C -3.403527 -1.689326 -4.278178 -2.11 0.86 1.25
C -4.051527 -1.247326 -3.029178 -0.53 0.86 -0.03
H -3.309527 -1.243326 -0.900178 0.23 -0.38 -2.52
H -0.950527 -2.345326 -1.880178 -2.76 1.25 -1.17
H -1.411527 -2.503326 -4.840178 0.30 -0.04 1.03
H -4.074527 -1.616326 -5.275178 2.16 -0.36 2.36
H -5.236527 -0.678326 -2.759178 4.20 -2.07 -1.15
N -0.549527 1.135674 2.973822 -0.09 3.81 0.81
C -0.464527 2.473674 3.610822 -2.30 -3.75 3.75
C -1.063527 2.324674 5.007822 1.03 -2.43 -2.47
C -1.512527 0.933674 5.105822 2.33 0.75 -6.00
C -1.226527 0.231674 3.781822 1.03 5.70 3.44
H -0.096527 1.111674 1.998822 -1.28 -0.83 2.11
H -0.197527 3.385674 3.107822 0.38 -0.29 -0.28
H -1.039527 2.910674 5.978822 -0.02 -0.10 -1.99
H -1.949527 0.421674 5.887822 -0.83 -0.69 1.58
H -1.442527 -0.724326 3.488822 -0.37 -2.16 -0.71
N 1.385473 0.450674 -2.838178 -0.19 -0.35 -0.56
C 1.665473 1.605674 -3.604178 -2.47 -6.57 -5.17
C 1.469473 1.188674 -5.067178 1.04 -1.42 5.95
C 1.242473 -0.257326 -5.077178 0.56 2.32 3.68
C 1.208473 -0.754326 -3.661178 0.86 7.15 -3.60
H 1.144473 0.500674 -1.777178 0.78 -0.38 -2.65
H 1.867473 2.546674 -3.306178 0.63 2.50 1.57
H 1.696473 1.841674 -5.871178 -0.01 0.27 -0.67
H 1.220473 -0.634326 -6.075178 -0.27 -1.38 0.02
H 0.854473 -1.612326 -3.253178 -0.65 -2.33 1.16
C -6.361527 2.575674 -2.567178 -2.69 5.70 2.45
N -5.028527 2.823674 -1.900178 -2.16 1.16 3.59
O -4.140527 2.085674 -2.118178 2.02 -1.86 -1.36
O -4.949527 3.707674 -1.025178 -0.67 -0.63 -1.51
H -6.715527 3.795674 -2.687178 0.61 -3.75 0.11
H -7.247527 2.013674 -2.096178 2.13 0.82 0.28
H -6.178527 2.185674 -3.469178 0.85 -1.45 -3.40
C -3.611527 1.760674 1.795822 -1.42 -2.04 1.07
N -5.116527 1.760674 1.705822 0.02 5.35 3.03
O -5.685527 2.634674 2.469822 1.50 -2.74 -1.86
O -5.682527 1.130674 0.908822 -1.81 -2.53 -2.25
H -3.202527 1.009674 1.039822 -0.45 1.86 0.51
H -3.603527 1.091674 2.740822 1.15 1.93 -0.71
H -3.469527 2.884674 1.812822 1.01 -1.82 0.23
C -1.883527 1.426674 -4.295178 -3.19 -1.04 -5.98
N -1.372527 2.750674 -4.936178 0.08 -3.05 -0.64
O -1.411527 2.820674 -6.163178 0.11 0.77 1.95
O -0.859527 3.522674 -4.140178 -0.65 0.38 -1.30
H -1.386527 0.495674 -4.617178 0.62 0.98 -0.33
H -3.010527 1.167674 -4.682178 2.67 1.27 1.25
H -1.764527 1.531674 -3.327178 0.11 0.62 4.79
C 4.555473 0.942674 -1.915178 0.52 -0.79 0.60
N 5.070473 2.276674 -2.143178 -5.17 3.16 1.68
O 5.556473 2.595674 -3.164178 1.86 0.16 -1.55
O 4.652473 3.122674 -1.273178 1.71 -1.68 -1.12
H 4.724473 0.266674 -2.710178 -0.66 -0.01 -1.73
H 3.590473 0.835674 -1.387178 0.88 0.54 -0.30
H 5.416473 0.666674 -1.398178 0.96 -1.51 2.50
C -5.335527 -2.677326 1.175822 -1.26 -1.66 0.20
N -4.104527 -1.952326 1.645822 -0.71 1.71 -3.04
O -3.917527 -1.661326 2.772822 -0.15 -0.50 1.74
O -3.396527 -1.508326 0.725822 0.09 -0.55 1.00
H -5.308527 -2.861326 0.051822 0.04 0.94 1.57
H -6.336527 -2.229326 1.592822 2.33 -0.50 -0.84
H -5.208527 -3.697326 1.604822 -0.26 0.65 -0.02
C 1.799473 -1.288326 4.067822 5.63 0.44 1.48
N 2.532473 -2.637326 3.670822 2.65 3.53 5.45
O 2.106473 -3.255326 2.777822 -0.83 -1.88 -2.37
O 3.542473 -2.881326 4.382822 -1.90 -0.28 -1.78
H 1.619473 -1.205326 5.137822 -0.21 -0.66 -0.12
H 1.022473 -1.377326 3.462822 -3.68 0.61 -2.37
H 2.566473 -0.420326 3.871822 -1.65 -1.76 -0.22
C 3.792473 3.780674 3.838822 1.67 -0.32 4.49
N 2.920473 2.578674 4.055822 3.89 -1.65 -1.91
O 2.842473 2.209674 5.179822 -1.47 -0.03 2.00
O 2.841473 1.799674 3.084822 -0.96 1.58 0.64
H 3.890473 3.968674 2.900822 0.15 0.62 -6.28
H 4.911473 3.661674 4.168822 -2.46 -0.59 0.05
H 3.441473 4.696674 4.238822 -0.79 0.44 1.13
```
Forces are in eV/Å.

## Properties
- Energy above the lowest of the compared OMol25 structures with the same formula, charge and spin: 303.3 kJ/mol
- Calculated total energy: -92405.1390 eV
- Kohn-Sham gap: 6.94 eV

Results of the Mulliken charge analysis, in e, for atoms 1 through 5:
1. N -0.136
2. C -0.694
3. C -0.730
4. C 0.221
5. C -0.538